No. 1
The following is a DFT calculation (ωB97M-V with the def2-TZVPD basis set) of a cluster of 2 separate species, C38H42N3O2 in total in a non-equilibrium geometry.

Each line ends with the Löwdin charge.
Cartesian coordinates (Å):
C: -3.18 -0.47 4.09  0.02
C: -2.21 -1.55 4.32  -0.15
N: -2.57 -2.81 4.61  -0.02
C: -3.95 -3.26 4.68  0.02
C: -1.46 -3.63 4.77  -0.15
C: -0.31 -2.84 4.54  -0.09
C: 0.93 -3.47 4.46  0.00
C: 1.01 -4.85 4.74  -0.05
C: -0.14 -5.61 4.99  -0.06
C: -1.41 -5.00 4.98  0.01
C: -0.78 -1.48 4.25  -0.08
C: -0.04 -0.39 3.84  0.09
C: 1.38 -0.25 3.96  -0.20
C: 2.13 -0.72 5.07  -0.03
C: 3.52 -0.70 5.05  -0.02
C: 4.22 -0.20 3.94  -0.25
C: 5.71 -0.26 3.90  -0.04
C: 3.48 0.36 2.88  -0.02
C: 2.10 0.36 2.90  0.01
H: -2.62 0.44 3.90  0.09
H: -3.83 -0.68 3.22  0.11
H: -3.84 -0.31 4.97  0.11
H: -3.95 -4.34 4.88  0.09
H: -4.48 -2.74 5.49  0.11
H: -4.47 -3.07 3.74  0.11
H: 1.81 -2.90 4.19  0.11
H: 1.99 -5.33 4.76  0.11
H: -0.05 -6.68 5.18  0.11
H: -2.33 -5.56 5.13  0.11
H: -0.57 0.37 3.26  0.09
H: 1.60 -1.12 5.94  0.13
H: 4.09 -1.10 5.89  0.13
H: 6.08 0.23 2.99  0.08
H: 6.15 0.25 4.76  0.09
H: 6.08 -1.29 3.90  0.09
H: 4.02 0.78 2.03  0.12
H: 1.52 0.77 2.07  0.11
H: -1.53 -1.13 -3.87  0.14
C: -1.00 -0.20 -4.17  -0.27
C: -1.53 0.94 -3.28  -0.30
O: -2.90 1.02 -3.62  0.00
C: -1.32 0.76 -1.78  -0.09
C: -1.44 -0.48 -1.19  0.01
C: -1.24 -0.59 0.20  -0.11
N: -0.96 0.44 1.00  0.08
C: -0.91 1.68 0.46  -0.22
C: -1.10 1.90 -0.96  -0.08
C: -1.03 3.21 -1.46  0.04
C: -0.76 4.30 -0.61  -0.26
O: -0.64 5.59 -1.03  -0.08
C: -0.78 5.87 -2.44  -0.05
C: -0.59 4.07 0.79  0.02
C: -0.66 2.80 1.29  -0.01
C: -1.22 0.01 -5.68  -0.09
C: 0.14 -0.08 -6.41  -0.24
C: 0.76 -1.46 -6.09  -0.14
C: 0.90 -1.62 -4.58  -0.16
N: 0.41 -0.41 -3.83  -0.10
C: 1.25 0.75 -4.29  -0.11
C: 1.10 1.01 -5.80  -0.27
C: 0.61 2.40 -6.10  -0.15
C: 1.48 3.42 -6.20  0.02
H: -1.00 1.84 -3.64  0.12
H: -3.34 1.71 -3.10  0.11
H: -1.67 -1.36 -1.78  0.12
H: -1.33 -1.57 0.68  0.10
H: -1.17 3.40 -2.52  0.10
H: -0.64 6.95 -2.50  0.10
H: -0.01 5.36 -3.04  0.10
H: -1.78 5.60 -2.81  0.10
H: -0.40 4.93 1.43  0.12
H: -0.52 2.62 2.36  0.11
H: -1.87 -0.82 -5.99  0.13
H: -1.75 0.94 -5.89  0.11
H: 0.03 0.09 -7.49  0.15
H: 0.13 -2.26 -6.49  0.11
H: 1.76 -1.54 -6.55  0.11
H: 0.32 -2.48 -4.23  0.12
H: 1.94 -1.75 -4.29  0.12
H: 1.05 1.65 -3.68  0.11
H: 2.30 0.46 -4.10  0.12
H: 2.11 0.88 -6.23  0.14
H: -0.48 2.52 -6.22  0.10
H: 1.15 4.44 -6.41  0.05
H: 2.55 3.23 -6.11  0.07

Computed properties:
Strongest force on any atom, eV Å⁻¹: 1.63
Total energy, Eh: -1787.72012
Net charge: +1
Lowest unoccupied orbital energy, eV: -4.24
Kohn-Sham gap, eV: 5.9
HOMO energy, eV: -10.117
Molar mass, g/mol: 572.77


No. 2
The following is a DFT calculation (ωB97M-V with the def2-TZVPD basis set) of a structure of composition C38H42N6PSZr in a non-equilibrium geometry.

Each line ends with the Löwdin charge.
Cartesian coordinates (Å):
Zr: -0.79 0.17 0.06  1.54
N: -0.19 2.26 1.09  -0.15
C: -0.66 2.55 2.47  -0.21
C: -2.03 3.29 2.44  -0.15
C: -3.22 2.38 2.69  -0.19
C: -3.69 1.31 1.70  -0.18
N: -2.61 0.28 1.42  -0.07
H: 0.86 2.25 1.08  0.06
H: -0.38 3.06 0.48  0.06
H: 0.10 3.23 2.92  0.14
H: -0.63 1.58 3.03  0.11
H: -2.18 3.74 1.44  0.12
H: -1.90 4.08 3.17  0.12
H: -4.14 2.99 2.91  0.15
H: -3.05 1.84 3.61  0.11
H: -3.91 1.84 0.78  0.08
H: -4.62 0.78 2.09  0.16
H: -3.03 -0.62 1.18  0.09
H: -2.25 0.06 2.36  0.11
N: -2.25 1.72 -1.01  -0.06
C: -2.97 0.99 -2.03  -0.25
C: -4.25 1.29 -2.45  0.02
C: -4.83 0.63 -3.54  -0.02
C: -4.26 -0.50 -4.10  0.02
C: -2.99 -0.94 -3.61  -0.13
C: -2.42 -2.16 -3.99  0.05
C: -1.12 -2.48 -3.59  0.00
C: -0.47 -1.64 -2.68  -0.07
N: -1.10 -0.56 -2.11  -0.07
C: -2.31 -0.10 -2.61  -0.18
H: -2.79 2.51 -0.59  0.12
H: -1.48 2.23 -1.47  -0.02
H: -4.67 2.22 -2.10  0.13
H: -5.78 0.97 -3.93  0.13
H: -4.86 -1.08 -4.78  0.13
H: -3.04 -2.81 -4.67  0.17
H: -0.65 -3.41 -3.81  0.12
H: 0.53 -1.80 -2.30  0.12
C: 3.86 2.46 4.20  -0.04
C: 2.84 1.68 4.64  -0.08
C: 2.06 0.88 3.84  -0.12
C: 2.43 0.74 2.48  -0.36
C: 3.42 1.59 1.98  -0.08
C: 4.12 2.50 2.81  -0.03
P: 1.60 -0.39 1.30  1.02
C: 2.88 -1.09 0.29  -0.39
C: 3.28 -0.48 -0.89  -0.13
C: 4.29 -1.04 -1.66  -0.07
C: 5.07 -2.10 -1.24  -0.04
C: 4.66 -2.75 -0.08  -0.02
C: 3.61 -2.21 0.74  -0.03
C: 1.03 -1.70 2.36  -0.34
C: 1.61 -1.99 3.59  -0.08
C: 0.94 -2.87 4.51  0.01
C: -0.17 -3.60 4.09  0.03
C: -0.71 -3.43 2.81  -0.15
C: -1.77 -4.22 2.32  0.02
C: -2.32 -3.94 1.08  -0.03
C: -1.91 -2.76 0.40  -0.12
C: -0.86 -1.90 0.84  -0.30
C: -0.19 -2.38 1.96  -0.20
H: 4.51 3.02 4.91  0.14
H: 2.66 1.53 5.73  0.13
H: 1.30 0.21 4.26  0.11
H: 3.70 1.56 0.89  0.12
H: 4.91 3.09 2.40  0.11
H: 2.52 0.27 -1.25  0.03
H: 4.51 -0.60 -2.60  0.09
H: 5.97 -2.43 -1.74  0.13
H: 5.22 -3.60 0.29  0.11
H: 3.39 -2.73 1.74  0.13
H: 2.62 -1.59 3.76  0.13
H: 1.39 -2.90 5.45  0.10
H: -0.66 -4.35 4.66  0.12
H: -2.09 -5.06 2.89  0.13
H: -2.98 -4.58 0.53  0.11
H: -2.50 -2.51 -0.48  0.09
S: 0.67 2.09 -1.76  0.73
C: 1.00 1.77 -3.37  -0.75
N: 2.25 1.74 -3.89  0.06
C: 2.24 1.34 -5.28  -0.12
C: 0.77 1.16 -5.54  -0.15
N: 0.13 1.74 -4.41  0.05
H: 3.08 1.93 -3.37  0.15
H: 2.82 0.38 -5.37  0.15
H: 2.73 2.05 -5.94  0.13
H: 0.52 0.09 -5.61  0.13
H: 0.48 1.61 -6.52  0.15
H: -0.88 1.63 -4.31  0.15

Computed properties:
Strongest force on any atom, eV Å⁻¹: 3.38
Total energy, Eh: -2587.56005
Net charge: +3
Lowest unoccupied orbital energy, eV: -8.81
Kohn-Sham gap, eV: 6.7
HOMO energy, eV: -15.484
Relative energy (zero: lowest compared OMol25 entry of this formula, charge and spin), kcal/mol: 26.8
Molar mass, g/mol: 737.06


No. 3
The following is a DFT calculation (ωB97M-V with the def2-TZVPD basis set) of a structure of composition C38H43As2N4O13V.

Each line ends with the Löwdin charge.
Cartesian coordinates (Å):
V: -0.75 0.37 0.60  1.10
O: -1.57 -4.92 -0.84  0.07
C: -0.38 -4.86 -0.20  -0.26
C: 0.31 -6.06 -0.02  -0.01
C: 1.52 -6.07 0.66  -0.06
C: 2.07 -4.89 1.16  -0.07
C: 1.40 -3.70 0.97  -0.04
C: 0.18 -3.67 0.27  -0.08
C: -0.49 -2.38 0.13  -0.40
O: 0.19 -1.29 0.38  -0.19
N: -1.76 -2.31 -0.15  0.08
N: -2.18 -0.98 -0.02  -0.05
C: -3.41 -0.77 -0.33  0.00
C: -4.09 0.48 -0.17  -0.14
C: -5.41 0.62 -0.64  -0.02
C: -6.08 1.81 -0.47  -0.07
C: -5.45 2.87 0.19  -0.05
C: -4.16 2.75 0.67  0.01
C: -3.46 1.55 0.47  -0.30
O: -2.22 1.43 0.92  -0.18
H: -1.99 -4.04 -0.79  0.07
H: -0.13 -6.97 -0.40  0.12
H: 2.03 -7.01 0.79  0.11
H: 3.00 -4.90 1.71  0.10
H: 1.82 -2.79 1.36  0.07
H: -3.97 -1.62 -0.71  0.15
H: -5.89 -0.22 -1.13  0.12
H: -7.09 1.92 -0.84  0.11
H: -5.98 3.80 0.33  0.11
H: -3.67 3.56 1.19  0.12
N: 0.98 -1.27 7.28  0.19
C: 0.74 -0.07 6.70  -0.48
O: 0.84 0.99 7.28  0.08
C: 0.29 -0.08 5.25  -0.08
C: 0.07 -1.22 4.50  0.04
C: -0.34 -1.10 3.19  -0.05
N: -0.52 0.10 2.62  -0.01
C: -0.30 1.21 3.33  -0.05
C: 0.10 1.16 4.65  0.04
H: 1.33 -1.26 8.22  0.12
H: 1.02 -2.12 6.76  0.09
H: 0.21 -2.22 4.89  0.12
H: -0.52 -1.97 2.58  0.12
H: -0.45 2.15 2.82  0.12
H: 0.27 2.06 5.22  0.13
C: -0.21 3.87 0.31  -0.02
C: 0.22 2.87 -0.75  -0.58
C: -0.75 2.80 -1.91  0.00
C: 1.62 3.17 -1.22  0.00
O: 0.26 1.52 -0.12  -0.22
H: -0.18 4.86 -0.12  0.10
H: 0.49 3.85 1.15  0.09
H: -1.22 3.67 0.67  0.06
H: -0.96 3.80 -2.27  0.10
H: -1.70 2.34 -1.61  0.08
H: -0.33 2.21 -2.73  0.09
H: 1.59 4.12 -1.77  0.11
H: 2.01 2.40 -1.88  0.08
H: 2.31 3.28 -0.39  0.08
C: 6.02 0.07 3.73  -0.02
O: 5.19 -1.10 3.67  -0.01
C: 4.58 -1.51 2.55  -0.53
O: 3.73 -2.37 2.65  0.05
C: 4.90 -0.88 1.23  -0.31
C: 6.10 -0.90 0.67  -0.28
As: 6.83 0.15 -0.95  1.33
C: 7.64 1.53 0.19  -0.30
C: 5.14 0.93 -1.48  -0.39
C: 4.25 1.24 -0.41  -0.37
As: 3.21 -0.25 0.34  1.33
C: 3.31 -1.57 -1.11  -0.26
C: 4.51 2.30 0.51  -0.59
O: 5.14 3.32 0.33  0.05
O: 3.85 2.10 1.74  -0.18
C: 3.91 3.15 2.68  -0.07
C: 4.69 0.49 -2.76  -0.62
O: 5.30 -0.12 -3.62  0.01
O: 3.37 0.89 -3.01  -0.13
C: 2.89 0.51 -4.29  -0.08
C: 7.22 -1.67 1.29  -0.54
O: 8.24 -1.17 1.68  0.09
O: 7.10 -3.02 1.40  -0.02
C: 6.14 -3.77 0.64  -0.04
H: 7.07 -0.23 3.69  0.09
H: 5.80 0.54 4.68  0.09
H: 5.80 0.75 2.91  0.07
H: 8.60 1.14 0.53  0.01
H: 7.04 1.81 1.05  0.01
H: 7.78 2.40 -0.44  0.03
H: 4.29 -1.60 -1.57  0.03
H: 2.55 -1.35 -1.86  0.03
H: 3.10 -2.55 -0.67  0.01
H: 4.48 3.99 2.30  0.08
H: 4.37 2.78 3.60  0.08
H: 2.89 3.48 2.91  0.07
H: 1.82 0.68 -4.28  0.08
H: 3.11 -0.53 -4.51  0.09
H: 3.35 1.13 -5.07  0.09
H: 6.03 -4.71 1.17  0.09
H: 6.53 -3.95 -0.36  0.10
H: 5.18 -3.27 0.58  0.06

Computed properties:
Strongest force on any atom, eV Å⁻¹: 0.81
Total energy, Eh: -8086.51393
Net charge: 0
Lowest unoccupied orbital energy (alpha / beta), eV: -2.36 / -2.07
Kohn-Sham gap (alpha / beta), eV: 3.4 / 4.3
HOMO energy (alpha / beta), eV: -5.803 / -6.327
Relative energy (zero: lowest compared OMol25 entry of this formula, charge and spin), kcal/mol: 19.9
Molar mass, g/mol: 964.57
Multiplicity: 3